{"formula": "C4H11N3O2", "method": "ωB97M-V/def2-TZVPD", "symbols": ["C", "C", "N", "N", "N", "H", "H", "H", "H", "H", "H", "H", "H", "C", "C", "O", "O", "H", "H", "H"], "coordinates": [[2.056355, 2.909292, 1.242168], [0.594795, 1.421751, -0.028302], [1.380090, 0.296305, -0.310961], [0.736313, 2.447984, 0.830577], [-0.742357, 1.421539, -0.680360], [2.227563, 0.372043, 0.086511], [0.628010, -2.206043, 0.494617], [0.012036, 3.148947, 0.818037], [-1.111500, 0.431981, -0.627318], [-0.595004, 1.504112, -1.695460], [2.118099, 3.248910, 2.293371], [2.474901, 3.659258, 0.480238], [2.848970, 2.043832, 1.175746], [-2.098769, -3.282207, -0.975463], [-1.427576, -2.375117, -0.062847], [-0.142227, -2.811525, 0.146351], [-1.915321, -1.434976, 0.584130], [-1.893136, -4.370673, -1.017246], [-1.945775, -3.129344, -2.033882], [-3.205467, -3.296068, -0.719907]], "forces_ev_per_a": [[2.4, -1.0, -0.9], [0.2, -5.1, -2.1], [-6.3, 4.3, -0.7], [1.3, 0.2, 0.0], [0.7, -1.2, 0.2], [3.9, 0.4, 2.1], [-2.9, -0.8, -0.8], [-0.2, -0.2, -0.2], [0.6, 1.4, 0.4], [0.2, 0.3, 0.5], [-0.4, 0.1, -0.7], [-0.7, -0.6, 1.4], [-1.8, 1.4, 0.2], [-3.3, -2.2, -0.8], [1.8, 2.0, 3.5], [1.6, 0.9, 0.0], [0.9, -2.0, -2.2], [0.8, 0.6, 1.1], [-0.1, 1.1, -0.3], [1.2, 0.5, -0.7]], "energy_ha": -473.71619, "lumo_ev": 0.77, "homo_ha": -0.328, "orbital_gap_ev": 9.70, "de_lowest_kcal_mol": 54.3}

=====

{"formula": "C4H11N3O2", "method": "ωB97M-V/def2-TZVPD", "symbols": ["C", "C", "N", "N", "N", "H", "H", "H", "H", "H", "H", "H", "H", "C", "C", "O", "O", "H", "H", "H"], "coordinates": [[-3.276421, -0.649942, 0.322032], [-1.328349, 0.618745, 0.788566], [-1.906519, -0.351396, 0.180832], [-1.934450, 1.443258, 1.814993], [0.048927, 0.624873, 0.814650], [0.654280, -0.604148, -1.615408], [-3.447789, -1.227925, 1.290729], [-3.358760, -1.563852, -0.347685], [-2.936895, 1.240625, 1.814473], [-1.984321, 2.441655, 1.793797], [0.377810, -0.326930, 0.978600], [0.629645, 1.299653, 1.240732], [-4.131252, 0.043117, 0.178012], [3.928833, -0.307623, -1.613389], [2.552792, -0.474114, -1.000584], [1.565654, -0.589733, -1.910905], [2.227758, -0.481550, 0.164637], [4.267434, 0.351412, -0.829489], [3.756628, -0.163569, -2.669972], [4.294993, -1.322554, -1.394621]], "forces_ev_per_a": [[-1.1, -3.7, 0.5], [-0.3, 0.1, 2.0], [1.4, 2.0, 0.1], [-1.8, -1.1, -0.8], [-0.6, -1.5, -1.0], [-0.2, 0.0, 1.1], [0.1, 1.1, -0.5], [-0.8, 1.4, 0.2], [0.2, -0.4, 0.1], [1.2, 0.7, -0.5], [0.2, 0.7, -0.6], [-0.1, 0.8, 0.6], [0.9, 0.1, -0.1], [-2.4, -1.9, 1.8], [-2.9, 0.0, 0.3], [1.2, -0.1, -2.1], [2.1, -0.3, 0.1], [1.4, 0.8, -0.8], [0.8, 0.8, 0.0], [0.6, 0.4, -0.4]], "energy_ha": -473.72026, "lumo_ev": 0.83, "homo_ha": -0.318, "orbital_gap_ev": 9.49, "de_lowest_kcal_mol": 51.8}

=====

{"formula": "C4H11N3O2", "method": "ωB97M-V/def2-TZVPD", "symbols": ["C", "C", "O", "O", "H", "H", "H", "C", "C", "N", "N", "N", "H", "H", "H", "H", "H", "H", "H", "H"], "coordinates": [[0.515089, 2.681491, -2.310842], [0.606518, 1.329992, -1.632971], [-0.562177, 0.666737, -1.847309], [1.506851, 0.833104, -0.998946], [0.730798, 3.497356, -1.631200], [-0.372720, 2.758344, -2.920652], [1.356261, 2.650724, -3.023082], [-2.071252, -0.783961, 0.939245], [0.290863, -1.374967, 1.155743], [-0.688291, -0.870662, 0.428067], [0.120254, -1.845435, 2.428274], [1.514488, -1.342536, 0.656895], [-0.544227, -0.176486, -1.359598], [-2.031396, -0.088657, 1.781490], [-2.389015, -1.810425, 1.094385], [-0.213041, -1.250673, 3.164936], [0.813241, -2.479683, 2.814941], [1.743716, -0.886782, -0.217661], [2.292481, -1.289750, 1.289524], [-2.618448, -0.217733, 0.188768]], "forces_ev_per_a": [[1.7, -1.0, -0.5], [-2.0, 0.1, -0.5], [0.5, 0.2, 0.0], [0.4, 0.2, -0.1], [-0.3, 0.1, 0.1], [-0.3, 0.2, 0.4], [-0.1, 0.3, 0.2], [1.9, 1.3, -0.8], [1.3, 0.2, 1.8], [-1.6, -0.1, -0.9], [0.5, -0.8, 0.0], [0.1, 0.1, 0.2], [0.1, 0.1, 0.0], [-0.4, -0.6, 0.7], [-0.5, 0.1, 0.5], [-0.8, 0.3, -0.1], [0.1, 0.1, -0.4], [-0.7, 0.3, -0.8], [0.2, -0.5, 0.4], [-0.3, -0.6, -0.2]], "energy_ha": -473.47884, "lumo_ev": [-3.31, -7.67], "homo_ha": [-0.521, -0.520], "orbital_gap_ev": [10.86, 6.48], "charge": 1, "de_lowest_kcal_mol": 24.8, "multiplicity": 2}

=====

{"formula": "C4H11N3O2", "method": "ωB97M-V/def2-TZVPD", "symbols": ["C", "C", "O", "O", "H", "H", "H", "C", "C", "N", "N", "N", "H", "H", "H", "H", "H", "H", "H", "H"], "coordinates": [[-2.608092, 1.183235, -3.057442], [-1.831156, 0.281626, -2.189824], [-0.482904, 0.615496, -2.238522], [-2.184583, -0.461201, -1.325505], [-3.674418, 1.243063, -2.881301], [-2.322994, 0.966735, -4.111160], [-2.339222, 2.269282, -3.075093], [-0.022098, -0.237239, 1.046879], [2.146624, -0.686346, 2.307420], [3.099442, -0.167532, 2.933889], [0.882145, 0.013973, 2.189515], [2.146195, -2.034426, 1.826940], [2.964110, 0.693623, 3.456469], [-0.275664, 1.440926, -2.708590], [0.338748, -0.257994, 3.021997], [1.754257, -1.981188, 0.884846], [3.140520, -2.264483, 1.787869], [-0.960761, 0.317558, 1.146357], [-0.140940, -1.289720, 0.803698], [0.370791, 0.354613, 0.181559]], "forces_ev_per_a": [[-0.5, 1.3, -2.1], [1.4, 2.4, 1.5], [0.3, -0.6, 0.2], [-0.2, -0.6, -0.5], [-0.2, -0.8, -0.2], [-0.8, -0.4, 0.4], [0.5, -0.8, 0.9], [0.8, 2.7, -1.3], [-3.1, -2.2, -1.0], [0.9, 0.9, 0.5], [0.0, -2.9, 0.2], [0.9, 3.3, -0.2], [-0.2, 0.1, 0.1], [-0.5, -0.5, -0.1], [0.5, 1.4, 0.6], [0.1, -0.8, 0.1], [-0.2, -0.6, -0.2], [0.0, -0.7, 0.7], [-0.1, -0.1, 0.1], [0.1, -1.0, 0.2]], "energy_ha": -473.40327, "lumo_ev": [-3.47, -8.89], "homo_ha": [-0.510, -0.510], "orbital_gap_ev": [10.40, 4.99], "charge": 1, "de_lowest_kcal_mol": 72.3, "multiplicity": 2}

=====

{"formula": "C4H11N3O2S2", "method": "ωB97M-V/def2-TZVPD", "symbols": ["C", "C", "C", "C", "N", "N", "N", "O", "O", "S", "S", "H", "H", "H", "H", "H", "H", "H", "H", "H", "H", "H"], "coordinates": [[0.610134, -0.522117, -0.075057], [-1.170628, 0.709417, -1.409686], [-1.202343, 0.827345, 1.201881], [-0.863187, -0.022343, -0.125357], [1.472012, 0.175595, 0.480484], [0.867560, -1.677515, -0.698650], [3.379812, 0.332416, -1.333300], [3.787299, 0.520343, 1.217025], [3.370192, -1.624064, 0.096598], [-1.885550, -1.629985, -0.066531], [3.106521, -0.245586, 0.226700], [-2.102843, 1.152927, -1.465379], [-1.080019, 0.133346, -2.309383], [-0.332404, 1.532427, -1.387751], [-1.758054, 1.755051, 0.873224], [-0.231893, 1.227271, 1.612459], [-1.636483, 0.255658, 1.999609], [0.004127, -2.170496, -1.009858], [1.872905, -2.154975, -0.641856], [3.333008, 1.289582, -1.263519], [4.328866, -0.055520, -1.798086], [-2.324477, -1.550387, 1.327956]], "forces_ev_per_a": [[-2.2, -2.4, -2.1], [3.9, 1.3, 0.5], [1.8, 1.5, -1.9], [-0.9, -1.4, 2.4], [4.2, 2.2, 1.0], [0.5, -1.8, -0.9], [2.0, -3.6, -0.5], [0.4, -0.1, -0.1], [0.5, -2.6, 0.3], [-1.5, 1.0, 2.2], [-1.2, 3.0, 0.1], [-1.9, 1.0, 0.5], [0.5, -0.6, -0.3], [-1.7, -1.2, -0.6], [0.1, -1.3, 0.7], [-0.8, -0.4, -0.5], [-0.6, -0.1, 0.0], [1.7, 0.1, 0.4], [-3.0, 1.4, -0.1], [0.3, 2.8, -0.3], [-3.0, 1.3, 1.8], [0.8, -0.2, -2.4]], "energy_ha": -1270.07794, "lumo_ev": 0.51, "homo_ha": -0.346, "orbital_gap_ev": 9.94, "de_lowest_kcal_mol": 0.0}

=====

{"formula": "C4H11N3OS", "method": "ωB97M-V/def2-TZVPD", "symbols": ["C", "C", "C", "C", "N", "N", "N", "O", "S", "H", "H", "H", "H", "H", "H", "H", "H", "H", "H", "H"], "coordinates": [[-1.149778, -0.690544, 0.111925], [-0.672590, 1.498024, -2.635942], [2.693889, -0.077269, 2.722779], [-1.615469, 0.368816, -2.144446], [-0.239330, -1.430143, 0.870729], [-1.396603, -0.692162, 3.249173], [-0.835491, -0.391431, -1.186260], [-2.259425, -0.410484, 0.592497], [-0.179797, -1.564830, 2.473165], [-1.098582, 1.894564, -3.535720], [-0.751229, 2.278714, -1.843327], [0.331895, 1.130104, -2.646224], [2.524813, 0.166129, 1.698317], [2.924611, -1.088920, 2.762339], [2.832100, 0.769757, 3.375856], [-2.545015, 0.863826, -1.746058], [-1.913025, -0.224180, -3.099131], [-1.012628, 0.088656, 3.829937], [-2.057239, -0.440927, 2.516392], [0.036052, -0.734955, -1.541045]], "forces_ev_per_a": [[-1.6, -0.4, 1.0], [-1.8, 0.4, 2.0], [-0.5, 1.5, -1.1], [-0.3, 0.5, -1.6], [0.8, 0.3, 0.0], [1.0, 0.4, 0.5], [-0.2, -0.7, 0.8], [0.3, 0.5, -0.4], [-0.3, 0.2, -1.4], [0.4, 0.3, -0.7], [0.4, -0.3, -0.7], [0.6, 0.1, -0.7], [-0.3, 0.5, -0.6], [0.6, -1.5, 1.2], [0.2, -0.6, 0.5], [1.0, -1.1, 0.0], [0.4, 0.4, 1.9], [-0.6, -0.8, -1.0], [-0.3, 0.5, 0.1], [0.3, -0.1, 0.1]], "energy_ha": -796.57394, "lumo_ev": [-0.82, 0.04], "homo_ha": [-0.325, -0.290], "orbital_gap_ev": [8.01, 7.94], "de_lowest_kcal_mol": 59.8}

=====

{"formula": "C4H11N3S", "method": "ωB97M-V/def2-TZVPD", "symbols": ["C", "C", "C", "C", "N", "N", "N", "S", "H", "H", "H", "H", "H", "H", "H", "H", "H", "H", "H"], "coordinates": [[-1.109861, 0.930147, 0.364806], [1.132312, 0.135131, 0.613385], [0.297321, 1.168370, -0.057891], [0.412815, 0.998200, -1.613005], [0.202276, -1.772916, 1.985663], [0.506503, -2.416362, -0.443114], [-1.614151, -0.381717, -0.112118], [0.123971, -1.330938, 0.542560], [-1.210386, 0.935423, 1.576089], [-1.742122, 1.748980, -0.190102], [2.040284, -0.056763, 0.106324], [1.426728, 0.383533, 1.736959], [0.552117, 2.249085, 0.100731], [-0.143703, 0.204189, -1.878825], [1.438737, 0.934156, -1.761230], [-0.031948, 1.726569, -2.346977], [-0.301346, -2.591561, 2.203466], [0.274537, -2.248524, -1.454649], [-2.254084, -0.615004, 0.627928]], "forces_ev_per_a": [[-2.9, 1.7, 1.2], [0.4, 1.4, 2.6], [-0.2, 2.3, -1.9], [-0.5, 3.0, 1.0], [0.0, 1.5, 0.5], [-0.4, 0.2, -1.8], [3.6, -0.1, 1.0], [-1.2, -1.2, -0.1], [0.2, 0.6, -2.8], [0.8, -1.3, 1.6], [0.9, -0.5, -0.6], [-1.1, -0.7, -2.4], [0.1, -1.1, 0.6], [-1.2, -3.5, -0.9], [1.8, -0.5, -1.0], [0.5, 0.3, 1.4], [-0.6, -1.3, 0.0], [0.2, 0.0, 1.5], [-0.4, -0.8, 0.2]], "energy_ha": -721.28758, "lumo_ev": 0.68, "homo_ha": -0.337, "orbital_gap_ev": 9.84, "de_lowest_kcal_mol": 113.6}

=====

{"formula": "C4H11N3S", "method": "ωB97M-V/def2-TZVPD", "symbols": ["C", "C", "C", "C", "H", "H", "H", "H", "H", "H", "H", "H", "H", "H", "H", "N", "N", "N", "S"], "coordinates": [[-0.265974, -0.282306, 1.497090], [-0.485583, -0.444296, -0.038959], [0.788710, -0.972266, -0.757741], [-1.008259, 0.866877, -0.672579], [1.694460, 0.247862, 1.534519], [0.867181, 0.874262, 2.784406], [-1.194230, 0.107207, 1.961952], [-0.115365, -1.266185, 1.930527], [-1.278015, -1.158058, -0.176340], [1.126372, -1.849130, -0.210072], [1.614085, -0.288880, -0.704703], [0.067113, -0.584872, -2.650157], [-0.107582, -2.109663, -2.173804], [-0.732729, 2.852151, -0.569893], [0.198808, 1.842183, 0.655311], [0.801740, 0.644304, 1.776570], [0.557744, -1.332634, -2.156308], [-0.357989, 1.942152, -0.231512], [-2.170488, 0.911293, -1.798307]], "forces_ev_per_a": [[-1.2, -0.2, -0.5], [0.3, 1.0, 0.5], [-1.1, -0.2, -0.2], [1.3, -0.7, 1.0], [0.3, -0.1, -0.2], [-0.2, -0.3, -0.9], [0.4, -0.1, -0.3], [0.2, -0.3, 0.1], [-0.3, -0.5, -0.1], [0.0, -0.3, 0.0], [0.3, 0.7, 0.0], [0.2, 0.0, 0.2], [0.3, 0.2, -0.1], [0.6, -1.1, 0.5], [-0.3, 0.2, -1.0], [0.8, 0.6, 1.7], [-0.3, -0.3, 0.1], [-0.4, 1.5, 0.1], [-0.9, -0.1, -0.9]], "energy_ha": -721.46782, "lumo_ev": 0.65, "homo_ha": -0.298, "orbital_gap_ev": 8.75, "de_lowest_kcal_mol": 0.5}